# 1
Formula: C4H6O2
Source: OMol25
Level of theory: ωB97M-V/def2-TZVPD

```
12
Properties=species:S:1:pos:R:3
C -0.794 1.080 0.598
C -0.205 -1.319 0.179
C 0.887 -0.967 -0.475
C 1.013 0.369 -0.674
H -1.821 1.290 0.482
H -0.101 1.878 1.115
H -1.104 -2.107 0.042
H 0.777 -1.488 -1.437
H 1.895 -1.485 -0.229
H 1.989 1.177 -0.445
O -0.760 -0.279 1.021
O -0.120 0.999 -0.684
```

The electronic energy comes out at -8332.85719 eV. As for the spin multiplicity: 1. Its energy above the lowest of the compared OMol25 structures with the same formula, charge and spin is 7.604 eV. The LUMO energy is -0.05 eV. Its maximum force is 0.1832 Eh/bohr. The HOMO-LUMO gap comes out at 6.56 eV.

Mulliken atomic charge list, values in e, 5 entries:
1 C -0.061
2 C -0.432
3 C 0.047
4 C -0.380
5 H 0.247

=====

# 2
Formula: C4H6O2Rb
Source: OMol25
Level of theory: ωB97M-V/def2-TZVPD

```
13
Properties=species:S:1:pos:R:3
O 0.346 -0.062 -0.429
C 2.179 2.567 -1.290
Rb 4.586 -0.681 0.325
O 3.256 2.269 -1.069
C -1.023 0.267 -0.273
H -1.100 1.187 0.334
H -1.391 0.529 -1.278
C -1.890 -0.825 0.324
H -1.526 -1.815 0.015
H -1.913 -0.758 1.421
H -2.924 -0.720 -0.034
C 1.048 -0.930 0.543
H 0.352 -1.029 1.411
```

The electronic energy comes out at -8990.19419 eV. As for the spin multiplicity: 2. Its energy above the lowest of the compared OMol25 structures with the same formula, charge and spin is 1.421 eV. The LUMO energy (alpha / beta) is -0.85 / -1.00 eV. Its maximum force is 0.0308 Eh/bohr. The HOMO-LUMO gap (alpha / beta) comes out at 3.30 / 5.23 eV.

Mulliken atomic charge list, values in e, 5 entries:
1 O -0.319
2 C 0.161
3 Rb 0.706
4 O -0.148
5 C -0.148